(1)
Formula: C22H41N3O6
Source: OMol25
Level of theory: ωB97M-V/def2-TZVPD

Computed properties:
E_HOMO = -9.2 eV
Spin multiplicity = 1
Orbital gap = 0.355 Eh
SMILES string = CCCCNC(=O)[C@H]1C[C@H]1[C@@H](O)[C@H](CO)NC(=O)[C@H](CC(C)C)NC(=O)OC(C)(C)C
E = -1478.6875 a.u.

Geometry as XYZ:
```
72
Properties=species:S:1:pos:R:3:forces:R:3:nbo_charge:R:1
O 2.28414 -2.10990 -0.13183 0.20 -0.42 -0.23 -0.645
H 2.42816 -0.33405 5.00748 -0.08 0.01 0.13 0.206
C 1.23024 -1.09871 1.79963 0.13 -0.07 0.00 -0.142
O 3.37547 0.79304 -3.31488 0.04 0.06 -0.55 -0.728
H -1.65509 1.08501 -0.10302 -0.02 -0.19 -0.13 0.431
H -4.60270 -0.01187 3.66755 -0.13 0.01 0.04 0.219
H -2.98388 0.54057 3.22356 -0.02 0.06 0.02 0.235
H 1.10842 -0.05601 2.10620 0.06 -0.10 -0.04 0.223
C 0.15370 5.61847 -1.34681 -0.09 -0.01 0.23 -0.609
O -1.12921 1.17952 -3.21058 0.13 0.17 -0.40 -0.690
C 3.12621 0.27920 -2.03675 -0.16 -0.05 0.39 -0.059
H 1.78099 -1.80449 -2.75922 -0.11 0.14 0.08 0.204
C -4.16384 -0.56584 0.99755 0.29 -0.12 0.14 -0.641
N 1.32964 -0.06921 -0.37433 0.03 0.24 -0.06 -0.626
C -3.61427 -1.27598 2.23382 -0.60 0.31 0.13 0.274
C -0.19233 4.92228 -0.03584 0.16 -0.15 -0.11 -0.390
H 4.07153 -1.66941 3.71597 -0.05 0.02 -0.04 0.203
H 2.58638 -2.69982 2.15482 -0.06 -0.05 0.04 0.235
C -1.47870 -1.70522 -2.95681 0.07 -0.07 0.00 -0.392
C -0.27215 3.40236 -0.17277 -0.29 0.19 0.01 -0.405
H 0.28491 6.68535 -1.18225 0.02 0.10 -0.08 0.211
H 1.07837 5.21935 -1.75726 0.11 -0.03 -0.10 0.206
H 0.74040 0.61322 0.07896 0.04 -0.08 0.06 0.421
H 3.61616 -0.69370 -1.89302 -0.06 0.10 0.07 0.172
N -1.58062 1.50866 -1.02098 -0.02 0.17 0.17 -0.626
H -4.11097 -1.21958 0.12966 -0.03 -0.06 -0.10 0.216
H -4.43082 -3.19818 1.69030 -0.04 -0.08 -0.10 0.217
H 3.58160 0.38329 1.51350 -0.06 0.16 -0.11 0.197
H 2.80578 0.31826 -3.94133 0.04 0.14 0.05 0.489
C 4.16961 -0.38294 2.01346 0.04 -0.23 0.21 -0.617
C 1.69282 -1.15663 0.32756 -0.33 0.58 0.53 0.693
C 1.61464 0.12811 -1.78204 0.46 -0.27 -0.34 -0.110
O -2.28270 -1.80266 1.99310 0.06 -0.14 -0.06 -0.533
C -1.44290 -0.73289 -1.81017 -0.07 -0.07 0.03 -0.343
H 1.14348 1.07023 -2.07836 0.02 -0.10 0.06 0.225
H 0.21131 0.17300 -4.00939 0.13 -0.06 0.02 0.504
H -2.08822 -2.59027 -2.85931 -0.05 -0.04 0.11 0.220
H -3.17847 -0.84558 4.30473 0.00 -0.05 0.11 0.214
H -0.40126 2.95995 0.81936 0.07 -0.07 0.03 0.205
H 4.42146 -1.14833 1.28466 0.07 -0.04 -0.14 0.225
H -1.46332 -1.28426 -3.95111 0.05 0.10 -0.01 0.240
C 1.04561 -0.99302 -2.69998 -0.11 -0.07 0.49 0.091
H 3.55478 0.99084 -1.32381 -0.07 -0.09 0.02 0.173
C 3.39818 -0.98798 3.18337 -0.09 0.04 -0.03 -0.207
H -0.14852 -2.70387 1.99032 -0.07 0.05 0.07 0.415
O -1.26572 0.19927 1.57658 -0.14 0.42 0.04 -0.720
C -1.23013 -0.99705 1.80209 0.15 -0.39 -0.01 0.918
C 2.96628 0.09867 4.16697 0.13 -0.27 -0.08 -0.607
H -1.27572 3.22454 -2.09682 -0.10 0.04 0.12 0.234
H 5.09089 0.07373 2.36779 0.08 0.11 -0.01 0.213
C 2.20966 -1.83765 2.71059 0.11 0.09 0.00 -0.401
C -1.43721 2.94723 -1.05366 0.17 0.16 -0.07 -0.231
H -0.03614 -2.39433 -1.43720 -0.11 0.03 0.06 0.235
C -0.23774 -1.59327 -2.13761 0.10 -0.04 -0.22 -0.228
H -3.60567 0.34372 0.79523 -0.02 0.05 -0.04 0.226
H -1.14584 5.30114 0.33895 -0.01 0.02 0.10 0.194
H -4.03124 -3.04280 3.40125 0.01 -0.06 0.11 0.217
H 2.32346 0.83377 3.68873 -0.10 0.14 -0.04 0.196
H -2.36671 3.40808 -0.70172 0.06 0.05 -0.07 0.190
H -5.47068 -2.24161 2.75569 -0.11 0.05 0.02 0.216
C -3.59159 -0.33476 3.43752 0.21 -0.14 -0.22 -0.646
N -0.08700 -1.70333 1.88750 0.08 -0.30 0.02 -0.610
H 0.66648 3.03189 -0.59255 0.07 -0.10 -0.01 0.196
H 0.57274 5.16238 0.70600 -0.07 0.03 0.06 0.203
C -4.44428 -2.52261 2.54129 0.38 0.23 -0.11 -0.614
H -5.20389 -0.30230 1.16820 -0.13 0.01 0.02 0.220
C -1.37316 0.72918 -2.09724 -0.23 -0.34 0.32 0.696
H -0.63534 5.48374 -2.08141 -0.05 0.02 -0.15 0.203
O 0.92284 -0.49929 -4.00806 -0.04 0.21 -0.53 -0.750
H 3.83918 0.61965 4.55276 0.06 0.11 0.06 0.213
H -1.98145 -0.98591 -0.90708 -0.01 -0.05 0.02 0.224
H 1.66987 -2.20038 3.58840 -0.05 0.00 -0.01 0.208
```
Forces are in eV/Å.

(2)
Formula: C4H5NO
Source: OMol25
Level of theory: ωB97M-V/def2-TZVPD

Computed properties:
Energy above the lowest of the compared OMol25 structures with the same formula, charge and spin = 0.999 eV
E_HOMO = -11.1 eV
Spin multiplicity = 1
Orbital gap = 0.394 Eh
SMILES string = CCC(=O)C#N
E = -285.3779 a.u.

Geometry as XYZ:
```
11
Properties=species:S:1:pos:R:3:forces:R:3:nbo_charge:R:1
C -1.01595 -0.03414 1.44282 -0.49 0.60 0.99 0.160
C 0.26403 -0.53435 -0.67676 -0.03 0.06 0.10 -0.511
N -1.25659 0.78835 2.22076 0.10 -0.95 -0.63 -0.257
O -1.13914 -2.15285 0.48010 0.25 0.44 -0.14 -0.453
H -0.23568 -0.69657 -1.64247 0.03 0.07 0.28 0.252
H 0.16581 1.34635 0.43921 0.23 -0.02 -0.36 0.232
H 1.72947 1.03301 -0.25770 -0.02 0.02 -0.20 0.222
C -0.67319 -1.04680 0.40069 -0.16 -0.43 0.01 0.511
H 1.13094 -1.21050 -0.68682 -0.21 0.16 0.08 0.252
C 0.66058 0.93206 -0.44483 0.14 0.17 -0.07 -0.632
H 0.36973 1.57544 -1.27500 0.17 -0.11 -0.06 0.223
```
Forces are in eV/Å.

(3)
Formula: C6H18BrFeO3
Source: OMol25
Level of theory: ωB97M-V/def2-TZVPD

Computed properties:
E_HOMO (alpha / beta) = -8.8 / -9.6 eV
Spin multiplicity = 6
Orbital gap (alpha / beta) = 0.312 / 0.268 Eh
E = -4302.7240 a.u.

Geometry as XYZ:
```
29
Properties=species:S:1:pos:R:3:forces:R:3:nbo_charge:R:1
C -1.58881 -1.71669 2.07151 1.39 0.73 -1.36 -0.628
Fe 3.46580 2.97169 -1.03925 -1.43 -0.93 -0.31 0.809
H -2.61030 -1.47629 1.77677 0.09 -0.17 -0.15 0.216
O 4.13424 -1.59923 -0.26249 0.13 1.01 0.32 -0.737
H 2.74807 -2.13519 -2.42809 0.07 -0.21 -0.07 0.214
C -0.56995 -0.72287 1.37585 -0.32 0.44 0.40 -0.051
H -0.71676 0.28535 1.76318 -0.13 0.10 0.36 0.150
O -0.69195 -0.63685 -0.04526 -1.06 -1.08 0.27 -0.758
H -1.27320 -2.70717 1.74371 -0.52 -0.18 0.01 0.208
C 2.49204 -2.73563 -1.55515 -0.89 0.73 0.73 -0.635
H -0.05674 -0.00628 -0.39237 0.15 0.14 0.17 0.482
Br 1.18795 1.55756 -1.57110 1.58 0.99 0.17 -0.774
C -2.74986 2.83202 -0.92139 0.18 -0.26 1.40 -0.058
H 2.16348 -0.90525 -0.32973 0.45 0.11 -0.42 0.187
H -1.53407 -1.69332 3.15988 0.25 0.27 -0.07 0.212
H -2.37633 3.89054 0.94050 0.13 -0.05 0.03 0.207
H -2.84464 1.80965 -1.28729 0.11 -0.23 0.12 0.163
H -0.93629 2.86115 -1.59746 0.20 -0.05 0.00 0.478
H 3.05942 -3.66622 -1.54153 0.33 0.19 0.17 0.198
H 0.47169 -0.97384 1.57610 0.01 -0.39 0.50 0.150
H -1.65371 2.25023 0.86067 -0.05 0.05 0.20 0.200
H 2.42588 -2.30308 0.63370 -0.15 -0.38 0.00 0.153
H -3.41271 2.47991 1.16014 0.07 -0.18 0.06 0.202
H -3.69487 3.30520 -1.18816 0.20 0.43 -0.03 0.166
H 4.57925 -2.42230 -0.04773 -0.10 -0.05 -0.02 0.465
H 1.45067 -3.04611 -1.64022 -0.17 0.19 -0.02 0.215
O -1.66482 3.48444 -1.54903 -0.39 0.33 -0.32 -0.738
C -2.53265 2.85513 0.63784 -0.47 0.02 -1.46 -0.632
C 2.72911 -1.83663 -0.30363 0.32 -1.57 -0.67 -0.064
```
Forces are in eV/Å.

(4)
Formula: C14H16O
Source: OMol25
Level of theory: ωB97M-V/def2-TZVPD

Computed properties:
Energy above the lowest of the compared OMol25 structures with the same formula, charge and spin = 4.789 eV
E_HOMO = -7.0 eV
Spin multiplicity = 1
Orbital gap = 0.259 Eh
E = -618.1400 a.u.

Geometry as XYZ:
```
31
Properties=species:S:1:pos:R:3:forces:R:3:nbo_charge:R:1
H -3.15991 -1.27784 -2.87617 0.98 -0.62 -0.48 0.219
H -0.89431 -2.15456 -3.50558 0.63 -1.43 -1.36 0.211
C -0.10065 1.05757 1.50312 0.34 -4.05 -3.52 0.092
H -1.19641 2.34725 0.12963 -0.25 -2.29 0.54 0.185
H 2.95449 0.48110 0.40724 -0.75 -1.97 -0.90 0.234
H 1.09503 2.77476 1.06684 -0.26 -0.12 -0.07 0.224
H 0.50436 -0.35712 2.97504 -0.51 -0.38 0.28 0.226
C 2.54506 -1.11154 -1.19519 0.24 2.85 -1.54 -0.450
H 2.37268 -1.19243 1.03242 -0.30 1.59 -1.83 0.200
H -0.94528 -0.71184 1.89965 -0.11 -1.15 0.56 0.222
H -3.32538 0.23721 -1.04532 0.23 -0.59 -0.21 0.220
C 1.38224 -1.71897 -1.87058 1.43 -2.90 -3.36 -0.129
C -2.35241 -0.20424 -1.30821 -0.60 2.04 1.59 -0.238
C -0.44806 -0.01807 2.56020 -0.07 1.63 -0.52 -0.668
C 0.14516 -1.25701 -1.86734 1.61 1.93 1.79 -0.082
H 0.16992 2.84613 2.57132 0.74 -0.46 -0.19 0.215
C -1.30718 0.32067 -0.63992 -0.84 -0.60 1.16 0.001
C -2.19450 -1.13168 -2.37208 -0.99 0.65 0.37 -0.188
C -0.97578 -1.61515 -2.62374 -1.83 -0.14 -0.82 -0.200
O -2.61093 1.42386 1.22014 0.02 -0.92 0.44 -0.711
H 1.69553 1.84500 2.39538 -0.52 -0.16 0.18 0.220
H -1.18284 0.35324 3.35328 1.16 -0.41 -0.84 0.204
H 1.71424 -2.56419 -2.62463 -0.95 1.56 1.53 0.194
C 2.26353 -0.42261 0.09284 1.81 -0.29 4.54 -0.465
C 0.76013 2.15546 1.90669 -0.01 2.41 0.63 -0.665
C -1.37469 1.22968 0.55846 1.79 4.86 -0.50 0.055
H 3.21512 -1.90093 -1.11759 1.93 -0.85 0.26 0.225
H 2.96885 -0.21176 -1.82621 -0.55 -1.95 0.36 0.211
C 0.01902 -0.15725 -0.87125 -0.48 -0.84 0.20 -0.170
C 0.93470 0.09251 0.07048 -3.93 2.42 2.31 0.139
H -2.67175 0.84275 2.00106 0.03 0.16 -0.61 0.469
```
Forces are in eV/Å.